DFT (the ωB97M-V functional and the def2-TZVPD basis) results for C3H10CeNO2PS as an isolated structure.

Properties
Energy = -1538.9010 a.u.
LUMO level (spin up / spin down) = -14.935 / -14.395 eV
Charge = +3
2S+1 = 2

Structure (XYZ):
```
19
C3H10CeNO2PS, DFT the ωB97M-V functional and the def2-TZVPD basis
C 0.92 2.00 0.73
O 0.46 1.37 -0.49
C -0.26 0.23 -0.25
C 0.61 -1.06 0.19
N 0.67 -2.09 -0.95
S 1.60 -1.35 -2.28
P -1.71 0.45 0.98
O -2.58 -0.86 0.84
H 1.72 2.71 0.47
H 1.35 1.28 1.46
H 0.11 2.58 1.20
H -0.76 -0.04 -1.28
H 1.64 -0.84 0.48
H 0.05 -1.57 1.00
H 1.24 -2.86 -0.60
H 0.62 -0.56 -2.88
H -1.30 0.53 2.34
H -2.49 1.56 0.54
Ce -1.90 -1.50 -1.51
```